1.
ORCA calculation (ωB97M-V with the def2-TZVPD basis set) on a 3-piece molecular cluster, C30H47Cl2N4O2 overall at a distorted geometry.

- net charge = +1
- E (hartree) = -2460.8335
- 2S+1 = 3

XYZ file:
```
85
Properties=species:S:1:pos:R:3:mulliken_spin:R:1
Cl 3.259 7.344 -4.148 0.00
Cl 2.317 4.490 -1.019 0.00
O -0.554 0.367 1.357 0.57
O -0.635 -5.226 1.559 0.58
N -0.088 0.832 2.481 0.35
N 1.151 6.786 -2.553 0.00
N -1.136 -5.470 0.381 0.34
N -0.943 6.462 -2.393 0.00
C -1.481 -6.921 0.305 0.03
C -0.686 7.701 -1.872 0.00
C -3.830 4.275 -1.690 0.00
C 0.582 0.094 4.760 0.01
C 0.183 5.908 -2.833 0.00
C 1.044 2.841 3.427 0.01
C 2.171 1.506 1.629 0.02
C 3.099 5.384 -2.301 0.00
C 2.491 6.403 -2.900 0.00
C -2.191 5.725 -2.541 0.00
C -3.973 5.069 -3.963 0.00
C -4.452 4.310 -2.911 0.00
C 0.493 -0.301 3.265 0.02
C -2.811 5.782 -3.765 0.00
C 0.818 1.973 2.173 0.06
C 0.653 7.927 -1.971 0.00
C 0.320 -3.551 -0.281 -0.04
C -0.240 -7.798 0.127 0.02
C 2.828 0.446 2.509 -0.02
C -2.465 -7.182 -0.852 0.01
C -0.195 -4.943 -0.651 0.04
C 4.497 4.909 -2.666 0.00
C 1.874 -0.723 2.751 0.02
C -2.243 -7.377 1.551 -0.01
C -2.666 4.988 -1.482 0.00
C -0.418 -1.530 3.242 -0.02
C 0.177 2.930 1.168 -0.03
C 0.653 -7.335 -1.022 -0.02
C 1.015 -5.860 -0.866 0.02
C -0.948 -4.742 -1.988 0.01
H 4.607 5.044 -3.745 0.00
H 0.366 4.945 -3.285 0.00
H -0.195 0.811 5.029 -0.01
H 5.257 5.433 -2.085 0.00
H -4.236 3.694 -0.867 0.00
H -0.806 3.262 1.511 0.00
H -2.582 -8.405 1.426 0.00
H 3.152 0.883 3.458 0.00
H -1.426 -1.283 3.582 0.00
H -4.457 5.095 -4.934 0.00
H -3.319 -6.504 -0.801 -0.01
H -0.543 -8.834 -0.041 0.00
H 1.667 2.368 4.182 0.00
H -1.435 8.363 -1.462 0.00
H -2.004 -4.524 -1.821 -0.01
H -2.018 -7.092 -1.840 0.00
H -5.359 3.737 -3.088 0.00
H 0.799 3.816 1.039 0.00
H -0.873 -5.602 -2.653 0.00
H -0.028 -2.305 3.900 0.00
H -0.491 -1.978 2.252 0.01
H -3.121 -6.753 1.727 0.00
H 3.734 0.081 2.021 0.00
H 0.163 -7.513 -1.984 0.00
H -2.852 -8.200 -0.795 0.00
H -0.506 -2.860 -0.098 0.01
H 0.960 -3.564 0.601 0.01
H 1.556 3.767 3.159 0.00
H 2.043 1.096 0.621 0.01
H 1.550 0.513 5.034 0.00
H 2.329 -1.420 3.458 0.00
H -1.624 -7.357 2.448 0.00
H 1.254 8.778 -1.690 0.00
H 2.843 2.364 1.526 0.00
H 1.566 -7.934 -1.035 0.00
H -0.543 -3.897 -2.546 0.00
H 0.924 -3.144 -1.093 0.00
H 0.349 -7.798 1.050 0.00
H -2.363 6.396 -4.544 0.00
H -2.121 4.992 -0.541 0.00
H 4.504 3.829 -2.488 0.00
H 0.438 -0.772 5.405 0.00
H 1.573 -5.528 -1.746 0.00
H 1.763 -1.272 1.810 0.00
H 1.701 -5.766 -0.017 0.00
H 0.061 2.481 0.180 0.00
H 0.094 3.113 3.890 -0.01
```



2.
ORCA calculation (ωB97M-V with the def2-TZVPD basis set) on C30H47ClLuP2 as an isolated structure at a distorted geometry.

- net charge = +1
- E (hartree) = -3549.2240
- energy relative to the best compared isomer or geometry (same formula, charge and spin) (kJ/mol) = 254.7

XYZ file:
```
81
Properties=species:S:1:pos:R:3:lowdin_charge:R:1
Lu -0.466 -0.644 1.473 1.35
Cl 1.597 -1.588 0.396 0.16
P -1.180 -1.945 -3.394 0.93
P -2.207 -0.161 -1.046 0.83
C -0.694 -3.612 -3.895 -0.18
C -2.047 -1.966 2.932 -0.17
C -0.353 1.792 2.201 -0.38
C -2.992 -0.409 0.536 -0.37
C 1.736 1.298 3.022 -0.23
C 0.377 3.010 0.030 -0.04
C 0.362 1.361 3.362 -0.28
C 0.618 0.288 -1.833 -0.31
C 1.884 1.721 1.672 -0.25
C 2.366 1.685 -3.671 -0.18
C 0.606 2.095 1.169 -0.27
C -0.748 -2.032 3.625 -0.39
C -0.611 -1.858 5.048 -0.05
C 3.087 0.395 -3.419 -0.07
C 0.649 -2.008 5.645 -0.07
C 2.493 -0.787 -3.169 -0.08
C -0.196 1.381 4.730 -0.03
C -0.321 1.182 -2.660 -0.18
C -0.182 1.352 -3.989 -0.12
C 2.797 1.025 4.009 -0.03
C 0.426 -2.194 2.851 -0.26
C -2.007 -1.265 -4.836 -0.21
C 1.765 -2.294 4.842 -0.09
C -1.808 2.116 2.150 -0.09
C -2.055 -1.865 -1.833 -0.44
C 1.655 -2.407 3.436 -0.13
C 1.133 1.606 -4.624 -0.16
C 3.170 1.803 0.940 -0.05
C -3.671 0.467 -2.027 -0.23
C 1.107 -0.947 -2.631 -0.30
H -2.706 -0.470 -4.582 0.04
H -1.037 1.304 -4.662 0.10
H 2.670 0.015 4.421 0.06
H 3.778 1.058 3.529 0.07
H 2.568 -2.650 2.875 0.10
H -1.193 -3.867 -4.843 0.06
H -2.558 -2.071 -5.326 0.06
H -4.367 -0.361 -2.222 0.05
H 1.351 0.866 -5.412 0.12
H 1.417 0.858 -1.335 0.08
H -1.500 -1.669 5.669 0.12
H -1.534 -2.546 -1.134 0.07
H -2.346 -2.892 2.390 0.07
H 2.961 -1.746 -3.453 0.12
H -0.135 0.426 5.236 0.04
H 0.781 -1.941 6.743 0.12
H -1.100 1.713 -2.118 0.05
H -2.216 2.035 1.128 0.05
H 2.800 1.740 4.853 0.10
H -2.070 3.145 2.456 0.10
H -0.534 2.810 -0.530 0.05
H -3.079 -2.241 -2.005 0.07
H 2.759 -2.429 5.285 0.11
H -0.979 -4.326 -3.110 0.07
H 0.116 -0.140 -0.917 -0.06
H 0.328 4.055 0.367 0.10
H -3.251 0.558 1.013 0.05
H -2.418 1.437 2.780 0.08
H 3.622 2.811 0.979 0.09
H 0.303 -1.127 -3.506 0.03
H 2.154 2.246 -2.751 0.11
H 3.049 1.559 -0.129 0.06
H -2.434 -1.115 1.242 -0.06
H -2.892 -1.590 3.538 0.07
H 3.908 1.097 1.359 0.08
H 1.086 2.577 -5.144 0.13
H 0.393 -3.653 -4.056 0.06
H -4.178 1.252 -1.443 0.06
H 4.176 0.477 -3.458 0.12
H 1.201 2.974 -0.673 0.06
H -3.361 0.888 -2.992 0.03
H 1.149 -1.835 -1.957 0.04
H 3.094 2.350 -4.153 0.12
H -1.247 1.662 4.803 0.08
H -3.905 -1.010 0.391 0.08
H 0.368 2.059 5.372 0.09
H -1.286 -0.888 -5.562 0.07
```



3.
ORCA calculation (ωB97M-V with the def2-TZVPD basis set) on a 2-piece molecular cluster, C30H47N3O overall at a distorted geometry.

- net charge = +1
- E (hartree) = -1410.5251
- 2S+1 = 2

XYZ file:
```
81
Properties=species:S:1:pos:R:3:mulliken_spin:R:1
O -1.338 5.297 -0.350 0.55
N -1.797 0.577 -3.280 0.00
N 2.485 -3.761 -1.409 0.00
N -1.193 4.929 0.882 0.36
C -2.522 0.954 1.846 0.00
C 0.957 3.958 -0.041 0.00
C -0.567 2.511 1.430 0.00
C 3.786 -3.764 -0.661 0.00
C 0.685 4.433 2.347 0.00
C -1.466 2.252 -1.642 0.02
C 0.393 -1.559 3.828 0.00
C 0.775 -1.878 -1.999 0.00
C -2.224 -0.142 -2.262 0.00
C -2.509 4.509 1.430 0.02
C -1.177 0.227 3.800 0.00
C -3.014 3.186 0.830 0.03
C 3.296 -5.195 -3.331 0.00
C 2.750 -3.844 -2.893 0.00
C -1.512 0.007 2.477 0.00
C 1.631 -4.922 -0.944 0.00
C -1.924 2.029 0.860 -0.03
C 1.386 -1.002 -3.098 0.00
C -2.303 0.198 -0.931 0.00
C 1.778 -2.462 -1.012 0.00
C -0.868 -1.047 1.854 0.00
C -3.534 5.606 0.989 0.00
C 2.366 -6.317 -2.895 0.00
C 2.172 -6.270 -1.387 0.00
C 0.058 -1.808 2.525 0.00
C -2.574 4.523 2.978 0.02
C -1.884 1.480 -0.566 0.01
C -0.104 3.945 1.088 0.02
C -1.427 1.816 -2.945 0.00
C -0.258 -0.530 4.472 0.00
H -3.391 0.454 1.412 0.00
H -4.382 5.635 1.679 0.00
H -1.670 1.041 4.328 0.00
H 1.066 4.942 -0.497 0.00
H 4.327 -4.682 -0.863 0.00
H 1.914 3.755 0.454 0.00
H 3.116 -6.492 -0.883 0.00
H -0.651 2.471 2.520 0.00
H -3.036 6.575 1.086 0.00
H -2.671 -0.505 -0.199 0.00
H -1.085 -1.294 0.820 0.00
H 0.608 -0.381 -3.540 0.00
H 0.126 -2.646 -2.428 0.00
H 3.438 -3.039 -3.142 0.00
H 0.085 4.399 3.259 0.00
H -3.633 4.554 3.249 0.00
H 2.771 -7.283 -3.196 0.00
H 3.566 -3.685 0.401 0.00
H 0.203 1.770 1.187 0.01
H 1.146 -2.151 4.336 0.00
H 4.371 -2.911 -0.993 0.00
H 1.828 -1.576 -3.911 0.00
H 2.551 -1.725 -0.795 0.00
H -2.154 3.625 3.439 0.00
H 0.824 3.150 -0.760 0.00
H 1.397 -6.210 -3.393 0.00
H 2.153 -0.339 -2.693 0.00
H 0.632 -4.758 -1.349 0.00
H -1.130 3.268 -1.445 -0.01
H -2.566 -1.153 -2.509 0.00
H -3.251 3.396 -0.216 0.01
H -3.892 5.440 -0.025 0.00
H 0.122 -1.224 -1.416 0.00
H 4.304 -5.359 -2.940 0.00
H 0.587 -2.621 2.032 0.00
H 1.173 5.393 2.163 0.00
H 3.387 -5.195 -4.418 0.00
H -2.141 5.443 3.380 -0.02
H -1.095 2.488 -3.731 0.00
H 1.799 -3.693 -3.397 0.00
H 1.582 -4.869 0.143 0.00
H 1.272 -2.688 -0.075 0.00
H 1.487 3.697 2.492 0.00
H -3.932 2.874 1.334 0.00
H -0.030 -0.327 5.514 0.00
H 1.475 -7.050 -1.078 0.00
H -2.923 1.549 2.674 0.00
```



Question: Which value of E does entry 2 give?
Answer: -3549.2240 hartree



Question: Which value of E does entry 3 give?
Answer: -1410.5251 hartree